Formula: C7H8FNO2S
Source: the OMol25 dataset
Level of theory: wB97M-V/def2-TZVPD

```
! wB97M-V def2-TZVPD RIJCOSX def2/J DEFGRID3
* xyz 0 1
O -3.381 1.362 -0.627
S -2.421 0.265 -0.499
O -2.314 -0.816 -1.466
C -2.419 -0.538 1.092
F -3.451 -1.409 1.107
N -0.937 1.060 -0.520
C 0.317 0.518 -0.305
C 0.685 -0.615 -1.009
C 1.983 -1.171 -0.852
C 2.889 -0.618 0.016
C 2.518 0.603 0.642
C 1.235 1.163 0.467
H -1.481 -1.063 1.191
H -2.581 0.258 1.851
H -1.054 2.054 -0.377
H 0.029 -1.154 -1.799
H 2.166 -2.118 -1.357
H 3.851 -1.050 0.252
H 3.293 1.148 1.217
H 1.073 2.121 0.977
*
```

Calculated values
Highest occupied orbital energy ... -9.18 eV
Max |F| ... 3.028 eV Å⁻¹
SMILES string ... O=S(=O)(CF)Nc1ccccc1
LUMO energy ... 0.57 eV
Orbital gap ... 9.76 eV

Mulliken atomic charge list, values in e, 6 entries: atom 1 (O): -0.630, atom 2 (S): 1.040, atom 3 (O): -0.599, atom 4 (C): -0.158, atom 5 (F): -0.253, atom 6 (N): -0.305

---

Formula: C7H8FNOS
Source: the OMol25 dataset
Level of theory: wB97M-V/def2-TZVPD

```
! wB97M-V def2-TZVPD RIJCOSX def2/J DEFGRID3
* xyz 0 1
C -3.379 -1.232 0.174
N -2.045 -0.815 0.312
S -1.401 0.674 0.008
O -1.657 1.801 0.825
F -1.821 1.186 -1.559
C 0.375 0.329 -0.026
C 0.911 -0.610 -0.830
C 2.322 -0.719 -0.831
C 3.103 0.083 0.006
C 2.486 1.115 0.771
C 1.117 1.148 0.841
H -3.720 -1.109 -0.842
H -4.214 -0.714 0.843
H -3.320 -2.304 0.470
H 0.394 -1.112 -1.609
H 2.853 -1.538 -1.303
H 4.213 0.179 -0.112
H 3.148 1.675 1.423
H 0.635 1.964 1.438
*
```

Calculated values
Highest occupied orbital energy ... -9.11 eV
Max |F| ... 6.450 eV Å⁻¹
SMILES string ... CN=[S@](=O)(F)c1ccccc1
LUMO energy ... 0.07 eV
Orbital gap ... 9.18 eV

Mulliken atomic charge list, values in e, 6 entries: atom 1 (C): -0.672, atom 2 (N): -0.394, atom 3 (S): 1.062, atom 4 (O): -0.607, atom 5 (F): -0.325, atom 6 (C): 0.271

---

Formula: C7H8I2
Source: the OMol25 dataset
Level of theory: wB97M-V/def2-TZVPD

```
! wB97M-V def2-TZVPD RIJCOSX def2/J DEFGRID3
* xyz 0 1
C -0.193 0.761 -2.126
C -0.632 0.333 -0.767
I -2.264 1.501 0.023
C -0.751 -1.076 -0.491
C -0.596 -1.632 0.724
C -0.010 -0.994 1.870
C 0.756 0.111 1.839
C 0.915 1.002 0.708
I 2.876 1.046 -0.128
H 0.716 0.222 -2.398
H 0.006 1.831 -2.166
H -0.961 0.525 -2.869
H -0.962 -1.712 -1.346
H -0.785 -2.691 0.835
H -0.045 -1.559 2.792
H 1.386 0.324 2.700
H 0.542 2.010 0.801
*
```

Calculated values
Highest occupied orbital energy ... -8.32 eV
Max |F| ... 3.526 eV Å⁻¹
SMILES string ... C/C(I)=C/C=C\C=C\I
LUMO energy ... -0.20 eV
Orbital gap ... 8.12 eV

Mulliken atomic charge list, values in e, 6 entries: atom 1 (C): -1.511, atom 2 (C): 0.261, atom 3 (I): 0.133, atom 4 (C): -0.361, atom 5 (C): -0.326, atom 6 (C): -0.314

---

Formula: C7H8N2O2
Source: the OMol25 dataset
Level of theory: wB97M-V/def2-TZVPD

```
! wB97M-V def2-TZVPD RIJCOSX def2/J DEFGRID3
* xyz 0 1
O -0.135 2.314 -0.015
C 1.119 2.174 -0.045
N 1.919 1.204 -0.059
C 1.714 -0.175 0.104
C 1.824 -0.893 1.332
N 1.414 -2.121 1.220
O 1.011 -2.313 -0.095
C 1.299 -1.167 -0.762
H -0.724 1.394 0.066
H 1.591 3.233 -0.271
H 2.187 -0.458 2.306
H 1.297 -1.099 -1.772
C -1.481 -0.112 1.268
C -1.849 -0.291 0.153
C -2.490 -0.282 -1.141
H -0.822 -0.298 2.133
H -2.340 0.615 -1.602
H -1.966 -1.035 -1.645
H -3.569 -0.691 -1.175
*
```

Calculated values
Highest occupied orbital energy ... -8.62 eV
Max |F| ... 6.074 eV Å⁻¹
SMILES string ... O/C=N\c1cnoc1.C#CC
LUMO energy ... 0.62 eV
Orbital gap ... 9.24 eV

Mulliken atomic charge list, values in e, 6 entries: atom 1 (O): -0.440, atom 2 (C): 0.255, atom 3 (N): -0.562, atom 4 (C): 0.628, atom 5 (C): -0.419, atom 6 (N): -0.396

---

Formula: C7H8N2O2
Source: the OMol25 dataset
Level of theory: wB97M-V/def2-TZVPD

```
! wB97M-V def2-TZVPD RIJCOSX def2/J DEFGRID3
* xyz 0 1
C -2.365 -0.825 -0.222
C -0.006 -0.278 -0.347
C 0.497 0.321 -1.464
C 1.747 0.921 -1.451
C 2.382 1.073 -0.207
C 1.891 0.493 0.934
C 0.629 -0.141 0.937
H -2.037 -0.231 1.745
H -3.452 1.032 0.885
H -1.175 -1.846 -1.337
H 0.085 0.413 -2.452
H 2.142 1.237 -2.329
H 3.554 1.301 -0.298
H 2.491 0.241 1.853
H 0.349 -0.598 2.647
N -2.486 0.156 0.853
N -1.017 -1.069 -0.593
O -3.268 -1.187 -0.944
O 0.040 -1.014 1.792
*
```

Calculated values
Highest occupied orbital energy ... -8.40 eV
Max |F| ... 9.042 eV Å⁻¹
LUMO energy ... 0.48 eV
Orbital gap ... 8.88 eV

Mulliken atomic charge list, values in e, 6 entries: atom 1 (C): 0.383, atom 2 (C): 0.509, atom 3 (C): -0.342, atom 4 (C): -0.612, atom 5 (C): -0.460, atom 6 (C): -0.482

---

Formula: C7H8N2O2S
Source: the OMol25 dataset
Level of theory: wB97M-V/def2-TZVPD

```
! wB97M-V def2-TZVPD RIJCOSX def2/J DEFGRID3
* xyz 0 1
C -1.196 0.722 0.203
C 0.812 1.537 -0.483
C 0.167 1.972 1.801
C 0.210 -2.210 -1.089
C 0.467 -1.536 0.231
C -0.693 -1.013 -1.551
C -0.484 -0.424 -0.197
N -0.836 1.127 1.592
N 1.080 2.037 0.647
O -2.049 1.311 -0.447
O 0.517 2.541 2.810
S 1.191 1.562 -1.982
H 1.026 -2.548 -1.713
H -0.204 -3.250 -0.945
H 0.040 -2.192 1.116
H 1.414 -1.235 0.569
H -0.325 -0.199 -2.183
H -1.742 -1.298 -1.707
H -1.370 0.698 2.328
H 1.974 2.399 1.001
*
```

Calculated values
Highest occupied orbital energy (spin up / spin down) ... -8.24 / -8.24 eV
Max |F| ... 3.902 eV Å⁻¹
LUMO energy (spin up / spin down) ... -0.82 / -0.82 eV
Orbital gap (spin up / spin down) ... 7.43 / 7.43 eV

Mulliken atomic charge list, values in e, 6 entries: atom 1 (C): 0.308, atom 2 (C): 0.417, atom 3 (C): 0.307, atom 4 (C): -0.406, atom 5 (C): -0.626, atom 6 (C): -0.453

---

Energy across the listed records, respectively: -974.7850 -899.4781 -866.8148 -531.3364 -531.4309 -929.5969 hartree.